Record 1
DFT (ωB97M-V/def2-TZVPD) results for C30H47AsBN3O2RhS2Si2 as an isolated structure.

Values from the calculation:
ΔE to the lowest compared entry with this formula, charge and spin = 0.0 kcal/mol
2S+1 = 5
Frontier orbital gap (spin up / spin down) = 0.2229 / 0.2253 Ha
Net charge = +1

Each line ends with the Löwdin spin population.
CARTESIAN COORDINATES (ANGSTROEM)
Rh 10.3331 13.4141 14.8133  1.859
C 9.9434 14.6347 23.8763  0.000
C 9.0310 13.9395 22.8575  0.000
C 7.6966 14.6878 22.7959  0.000
C 8.7334 12.5164 23.4493  0.000
C 9.6956 13.7911 21.5052  0.002
C 10.9360 13.0788 21.4948  0.001
C 11.6124 12.7874 20.3182  0.001
C 11.0255 13.1733 19.1015  0.006
O 11.4129 12.9170 17.8138  0.044
B 10.3583 13.5016 16.8796  0.190
O 9.3787 14.1666 17.8041  0.044
C 9.8112 13.9002 19.1301  0.010
C 9.1772 14.2703 20.3158  0.001
H 9.3926 14.7870 24.8309  0.000
H 10.2408 15.6342 23.5025  0.000
H 10.8806 14.0874 24.1200  0.000
H 7.2284 14.7555 23.7776  0.000
H 7.0080 14.1781 22.1064  0.000
H 7.8178 15.7061 22.3807  0.000
H 8.3417 12.6417 24.4460  0.000
H 9.6344 11.9027 23.5009  0.000
H 7.9812 11.9643 22.8426  0.000
H 11.3367 12.8084 22.4660  0.000
H 12.5771 12.2947 20.2752  0.000
H 8.2288 14.8142 20.3371  0.000
N 9.1689 11.8605 14.3907  0.192
S 10.2545 10.8608 13.5850  0.054
C 9.4566 9.2429 14.0088  0.026
C 8.9886 9.0213 15.2963  0.001
C 8.1748 7.9192 15.5744  0.001
C 7.8048 7.0501 14.5417  -0.001
C 8.3387 7.2287 13.2752  0.002
C 9.2089 8.2892 13.0280  0.003
C 9.7265 11.2145 11.9354  0.006
C 8.3599 11.3289 11.6288  0.001
C 7.9941 11.6229 10.3119  0.001
C 8.9671 11.7885 9.3544  0.000
C 10.3217 11.7166 9.6587  0.001
C 10.6868 11.4347 10.9739  0.002
H 9.0233 11.3827 15.2831  0.019
H 9.2390 9.7098 16.1101  0.000
H 7.8486 7.7085 16.5922  0.000
H 7.0711 6.2959 14.7575  0.000
H 8.0368 6.6220 12.4413  0.000
H 9.5535 8.4845 12.0308  0.000
H 7.5975 11.2100 12.3825  0.001
H 6.9657 11.7494 9.9999  0.000
H 8.6715 11.8573 8.3180  0.000
H 11.1047 11.8874 8.9343  0.000
H 11.7142 11.3446 11.2251  0.000
C 6.3333 14.2331 15.7029  0.007
N 7.4393 14.3228 14.7472  0.089
C 8.4429 15.2165 14.8738  0.049
N 8.3993 16.1133 15.8886  0.017
S 9.5997 15.3036 13.5673  0.232
H 5.7776 13.3160 15.4870  0.000
H 5.6350 15.0640 15.5780  0.003
H 6.6937 14.2198 16.7356  0.002
H 7.5705 13.6154 14.0120  0.001
H 8.5166 15.6765 16.7969  0.003
H 9.0694 16.8987 15.7590  0.000
C 14.0526 10.8675 13.9318  0.003
Si 14.7138 12.6106 14.2429  0.102
C 15.9141 12.6775 15.6447  0.019
C 15.4755 13.4085 12.7436  0.029
As 12.6762 13.9480 14.5726  0.799
Si 13.5002 16.0126 15.4128  0.098
C 13.8590 15.7119 17.2212  0.030
C 15.0128 16.5645 14.4946  0.013
C 12.1859 17.3043 15.1601  0.002
H 14.8643 10.1529 13.7222  0.000
H 13.3407 10.8093 13.0529  0.001
H 13.5385 10.4905 14.8560  0.001
H 16.8397 12.1271 15.3575  0.003
H 15.5201 12.2729 16.6000  0.000
H 16.1752 13.7017 15.8302  0.000
H 15.9299 12.6417 12.0844  0.003
H 16.2608 14.1548 13.0259  0.001
H 14.7592 13.9577 12.1081  0.008
H 14.3424 14.7266 17.3112  0.003
H 12.9422 15.6387 17.8192  0.000
H 14.4503 16.5127 17.6910  0.004
H 15.8028 15.8070 14.6719  0.000
H 15.3624 17.5292 14.8614  0.002
H 14.8965 16.6492 13.3879  0.001
H 11.4524 17.2170 15.9805  0.000
H 11.6363 17.0792 14.2341  0.002
H 12.5887 18.3248 15.1078  0.000

***

Record 2
DFT (ωB97M-V/def2-TZVPD) results for C28H28MgN8O2 as an isolated structure.

Values from the calculation:
Frontier orbital gap = 0.2503 Ha
Net charge = 0

Each line ends with the Mulliken charge.
CARTESIAN COORDINATES (ANGSTROEM)
Mg -0.9084 -0.2450 -0.0650  1.818
N 2.8377 -0.8045 -0.0142  -0.057
C 3.4946 -0.8655 -1.2071  -0.088
C 4.8318 -1.1746 -1.3227  -0.708
C 5.4747 -1.1747 -2.5775  -0.600
C 4.8035 -0.8788 -3.7275  -0.969
C 3.4187 -0.5857 -3.6525  0.787
C 2.6357 -0.3196 -4.8028  -0.774
C 1.3003 -0.0979 -4.6772  -1.129
C 0.7289 -0.1364 -3.3851  -0.173
N 1.4133 -0.3500 -2.2940  0.499
C 2.7563 -0.5776 -2.4106  0.578
H 1.8515 -0.6073 -0.0382  -0.388
H 3.2162 -1.2128 0.8197  0.251
H 5.3961 -1.4138 -0.4295  0.408
H 6.5293 -1.4178 -2.6190  0.380
H 5.2993 -0.8808 -4.6893  0.392
H 3.1136 -0.3164 -5.7757  0.404
H 0.6696 0.0833 -5.5372  0.430
H -0.3444 -0.0096 -3.2786  0.407
N 1.7898 1.9715 -0.1129  -0.271
N 1.2079 3.0342 -0.7982  -0.301
C -0.0375 2.9439 -1.2584  0.472
N -0.5524 4.0162 -1.8878  -0.437
N -0.7123 1.8304 -0.9145  -0.188
N -1.9589 1.6274 -1.4972  0.896
O -2.5911 0.7706 -0.8709  -0.701
O -2.3358 2.1301 -2.5272  -0.728
H 1.5895 1.9914 0.8827  0.218
H 2.7714 1.8983 -0.3311  0.319
H 1.6340 3.9514 -0.7769  0.206
H 0.0897 4.7211 -2.2100  0.227
H -1.3728 3.8648 -2.4530  0.237
N -2.5229 -1.1206 1.5626  -0.383
C -3.7165 -1.4073 0.8555  0.482
C -4.8966 -0.7641 1.2062  -0.804
C -6.0561 -0.9609 0.4725  -0.660
C -6.0393 -1.8141 -0.6205  -0.796
C -4.8546 -2.4513 -0.9623  -0.852
C -3.6717 -2.2656 -0.2501  0.462
C -2.4161 -2.9648 -0.6877  1.133
C -2.5439 -4.3217 -0.9954  -0.527
C -1.4688 -5.0498 -1.4796  -0.721
C -0.2546 -4.4051 -1.6543  -0.874
C -0.1383 -3.0566 -1.3325  -0.284
C -1.1895 -2.2646 -0.8295  -0.623
H -2.6647 -0.6214 2.4296  0.208
H -1.9372 -1.9331 1.7143  0.326
H -4.9022 -0.1024 2.0657  0.350
H -6.9669 -0.4498 0.7575  0.380
H -6.9342 -1.9777 -1.2060  0.395
H -4.8264 -3.0996 -1.8301  0.526
H -3.4968 -4.8163 -0.8423  0.504
H -1.5792 -6.1032 -1.7066  0.359
H 0.6025 -4.9515 -2.0313  0.443
H 0.8396 -2.6068 -1.4725  0.298
C 1.2109 0.6065 4.4408  -0.462
C 1.2685 -0.6579 3.8631  -0.644
C 0.7834 -0.8609 2.5743  -0.510
C 0.2231 0.1635 1.7827  -0.035
C 0.1849 1.4160 2.4189  -0.494
C 0.6597 1.6488 3.7108  -0.535
H 1.5839 0.7731 5.4438  0.370
H 1.6907 -1.4855 4.4227  0.386
H 0.8461 -1.8723 2.1723  0.472
H -0.2529 2.2710 1.8973  0.307
H 0.5927 2.6395 4.1475  0.386

***

Number 1: strongest force on any atom 0.0817 hartree/bohr, energy -142381.8754 eV. Number 2: strongest force on any atom 0.0255 hartree/bohr, energy -50948.6818 eV.